No. 1
ORCA calculation (ωB97M-V/def2-TZVPD) on the ion C3H5N2O with charge +1 at a distorted geometry.

ORCA input file:
```
! wB97M-V def2-TZVPD RIJCOSX def2/J DEFGRID3
* xyz 1 1
H 1.56 0.27 -0.15
H 1.82 2.22 -0.11
C -1.02 0.19 0.10
N -0.23 -0.81 0.33
O -2.18 0.31 -0.09
H -0.75 2.35 0.12
H 0.11 -2.87 0.62
H -0.13 -2.31 -1.06
C 1.09 1.29 0.04
C -0.14 -2.03 0.05
N -0.14 1.40 0.16
*
```

Values from the calculation:
Energy relative to the best compared isomer or geometry (same formula, charge and spin) (kcal/mol): 77.9
HOMO energy (eV): -15.034
Maximum force (hartree/bohr): 0.0941

No. 2
ORCA calculation (ωB97M-V/def2-TZVPD) on the ion C3H5N2O2 with charge -1 at a distorted geometry.

ORCA input file:
```
! wB97M-V def2-TZVPD RIJCOSX def2/J DEFGRID3
* xyz -1 1
O -2.25 0.63 -1.18
O 0.15 -0.36 -2.24
N 0.98 -0.48 -1.11
H 1.60 0.39 0.75
C 0.93 0.63 -0.05
C -0.54 0.44 0.51
H -0.52 -0.27 1.39
H 1.24 1.47 -0.59
H -1.13 1.31 0.77
H -1.46 0.87 -2.01
N -1.37 -0.33 -0.48
C -0.43 -1.17 -1.23
*
```

Values from the calculation:
Energy relative to the best compared isomer or geometry (same formula, charge and spin) (kcal/mol): 137.4
HOMO energy (eV): -2.195
Maximum force (hartree/bohr): 0.1240

No. 3
ORCA calculation (ωB97M-V/def2-TZVPD) on the ion C3H5N2O2S with charge +1 at a distorted geometry.

ORCA input file:
```
! wB97M-V def2-TZVPD RIJCOSX def2/J DEFGRID3
* xyz 1 1
C -1.38 0.49 0.94
N 1.56 0.54 -1.79
S -0.49 1.74 -0.07
C 0.57 0.38 -0.70
H -2.31 0.28 0.41
H -1.63 0.91 1.91
H 0.12 -0.75 1.96
C -0.49 -0.76 1.05
O 1.71 1.64 -2.21
N 0.40 -0.75 -0.09
O 2.09 -0.49 -2.09
H 0.94 -1.57 -0.37
H -1.09 -1.67 1.05
*
```

Values from the calculation:
Energy relative to the best compared isomer or geometry (same formula, charge and spin) (kcal/mol): 39.6
HOMO energy (eV): -15.065
Maximum force (hartree/bohr): 0.0663

No. 4
ORCA calculation (ωB97M-V/def2-TZVPD) on the ion C3H5N2OS with charge +1 at a distorted geometry.

ORCA input file:
```
! wB97M-V def2-TZVPD RIJCOSX def2/J DEFGRID3
* xyz 1 1
H 2.06 0.60 0.30
C 0.46 -0.74 -0.48
S -2.32 -0.56 2.03
H 1.07 1.49 -0.95
C -1.61 -0.47 0.68
H 0.20 2.29 1.00
H 0.85 -1.10 -1.52
H 0.93 -1.45 0.14
C 0.99 0.70 -0.13
O -1.63 -1.26 -1.42
N 0.03 1.33 0.78
N -1.04 -0.82 -0.44
*
```

Values from the calculation:
Energy relative to the best compared isomer or geometry (same formula, charge and spin) (kcal/mol): 141.9
HOMO energy (spin up / spin down) (eV): -15.023 / -14.712
Maximum force (hartree/bohr): 0.0670

No. 5
ORCA calculation (ωB97M-V/def2-TZVPD) on the ion C3H5N2OS with charge +1 at a distorted geometry.

ORCA input file:
```
! wB97M-V def2-TZVPD RIJCOSX def2/J DEFGRID3
* xyz 1 1
C -0.86 -0.40 0.77
H 1.44 0.84 -1.86
N 0.99 0.24 -1.18
S -1.85 1.08 0.52
C 1.38 0.20 0.10
H 0.85 0.00 2.09
H 2.47 0.58 0.10
C -1.25 -0.25 -0.62
N 0.61 -0.23 1.14
O -0.28 -0.04 -1.61
H -1.40 -1.22 1.43
H -2.10 -0.79 -0.87
*
```

Values from the calculation:
Energy relative to the best compared isomer or geometry (same formula, charge and spin) (kcal/mol): 55.1
HOMO energy (eV): -13.913
Maximum force (hartree/bohr): 0.0765

No. 6
ORCA calculation (ωB97M-V/def2-TZVPD) on the ion C3H5N2OS with charge +1 at a distorted geometry.

ORCA input file:
```
! wB97M-V def2-TZVPD RIJCOSX def2/J DEFGRID3
* xyz 1 1
C -0.74 -0.86 -0.50
H 1.99 -0.55 1.30
N 0.46 -1.07 0.27
H 1.46 2.02 0.60
C -1.15 0.60 -0.68
O -0.26 1.64 -0.26
H 0.87 -1.94 0.30
H -1.52 0.94 -1.57
N 0.84 1.24 0.61
C 1.09 -0.10 0.80
S -2.18 -0.31 0.45
H -0.87 -1.60 -1.32
*
```

Values from the calculation:
Energy relative to the best compared isomer or geometry (same formula, charge and spin) (kcal/mol): 55.2
HOMO energy (eV): -14.094
Maximum force (hartree/bohr): 0.0726

No. 7
ORCA calculation (ωB97M-V/def2-TZVPD) on the molecule C3H5N2P at a distorted geometry.

ORCA input file:
```
! wB97M-V def2-TZVPD RIJCOSX def2/J DEFGRID3
* xyz 0 1
C -1.68 -0.04 -0.02
H -1.81 -0.75 -0.77
C 0.66 -1.06 -0.15
H 0.46 -2.10 -0.16
N 1.85 0.98 0.13
H 2.42 1.84 0.19
N 0.33 1.24 0.06
P 2.28 -0.62 -0.14
H -2.02 -0.43 1.02
H -2.27 0.88 -0.10
C -0.21 0.06 -0.06
*
```

Values from the calculation:
Energy relative to the best compared isomer or geometry (same formula, charge and spin) (kcal/mol): 12.6
HOMO energy (eV): -9.174
Maximum force (hartree/bohr): 0.0802

No. 8
ORCA calculation (ωB97M-V/def2-TZVPD) on the molecule C3H5N2PS at a distorted geometry.

ORCA input file:
```
! wB97M-V def2-TZVPD RIJCOSX def2/J DEFGRID3
* xyz 0 1
H -0.57 -2.23 -1.03
C -0.32 -0.89 0.48
H -1.76 -0.06 -0.78
P -0.29 1.71 0.34
C 2.16 0.50 -0.25
N 1.14 1.07 -0.47
H -2.03 0.05 0.93
N 0.00 -1.86 -0.22
H -0.90 2.36 -0.75
S 3.57 -0.01 0.14
C -1.27 0.10 0.18
H 0.27 -0.73 1.43
*
```

Values from the calculation:
Energy relative to the best compared isomer or geometry (same formula, charge and spin) (kcal/mol): 13.9
HOMO energy (eV): -8.958
Maximum force (hartree/bohr): 0.0693